No. 1
ORCA calculation (the ωB97M-V functional and the def2-TZVPD basis) on a structure of composition C58H76BCdIN10O4 in a non-equilibrium geometry.

The value obtained for the total energy is -3594.487142 Eh. As for the HOMO energy (alpha / beta): -0.2065 / -0.2373 Eh. The value obtained for the frontier orbital gap (alpha / beta) is 5.34 / 6.74 eV.

Geometry (Å):
I  -4.98  5.75  2.62
Cd  -0.58  -0.35  -0.43
O  1.77  -0.43  -1.85
O  0.13  1.50  0.94
O  0.36  1.21  -2.29
O  1.65  0.39  -3.93
N  4.02  1.42  -1.95
N  -1.70  -1.42  -3.39
N  -3.14  1.95  2.10
N  -2.20  -1.44  1.25
N  1.88  4.74  -0.94
N  -2.86  0.35  -2.60
N  1.26  -0.96  2.00
N  -2.23  2.76  1.55
N  -2.41  -1.02  3.67
N  0.83  -2.71  -0.30
C  4.32  -3.14  -3.68
C  -4.08  3.71  -1.61
C  -0.01  -2.64  -4.68
C  1.62  -2.33  2.30
C  1.22  3.76  -0.17
C  -6.07  -0.86  -1.74
C  -0.62  -4.96  -3.25
C  2.76  -1.31  -2.28
C  3.94  -0.85  -2.93
C  3.15  3.41  3.01
C  -1.35  -0.34  4.40
C  -0.96  -2.61  -3.65
C  -4.95  -0.43  -0.79
C  1.16  2.01  1.49
C  1.78  -1.23  -5.81
C  -4.60  1.03  -1.04
C  -2.67  -1.05  -4.33
C  -2.20  3.14  -3.18
C  1.66  3.30  1.07
C  0.12  -3.58  0.62
C  0.64  -3.84  -4.95
C  4.11  4.15  3.90
C  2.60  3.98  1.88
C  -2.58  4.05  1.60
C  -5.36  -0.68  0.66
C  3.09  4.32  -1.69
C  -5.38  2.04  -0.49
C  -2.45  -3.79  -1.94
C  -2.84  3.56  -4.51
C  -5.13  3.37  -0.77
C  -3.81  4.09  2.21
C  4.62  -1.81  -3.73
C  -4.12  2.75  2.51
C  1.83  -0.08  2.73
C  -1.33  4.27  -2.63
C  5.02  -4.15  -4.56
C  -3.55  1.39  -1.90
C  1.08  1.33  -4.84
C  -3.28  2.74  -2.19
C  -3.79  -3.74  -2.70
C  4.17  3.62  -0.87
C  0.29  -1.43  -5.55
C  -2.47  -5.03  -1.04
C  4.47  0.44  -2.80
C  1.59  -3.28  -1.14
C  -0.41  -1.57  -6.92
C  1.22  0.47  -2.68
C  2.54  -2.68  -2.08
C  0.35  -4.99  -4.24
C  -3.36  0.00  -3.86
C  -2.29  -1.23  2.39
C  0.47  -3.31  2.10
C  3.35  -3.58  -2.77
C  4.92  2.53  -1.64
C  2.83  2.08  3.29
C  -1.29  -3.78  -2.94
C  -3.51  -1.61  4.41
C  1.90  1.36  2.52
B  -1.77  -0.53  -2.25
H  -0.50  4.46  -3.31
H  -3.75  -0.97  5.26
H  -1.89  5.20  -2.52
H  1.66  -4.38  -1.12
H  2.19  -2.02  -6.44
H  -5.75  4.14  -0.34
H  0.76  -4.25  2.56
H  5.32  0.72  -3.41
H  0.89  2.28  -4.35
H  4.28  -4.70  -5.15
H  2.01  -2.43  3.32
H  1.37  -3.88  -5.75
H  -0.62  0.06  3.69
H  -0.10  -0.54  -5.05
H  -4.62  -3.83  -2.00
H  5.56  -4.88  -3.96
H  -2.82  -1.61  -5.23
H  -6.36  -0.30  0.87
H  1.94  -0.28  -6.33
H  -5.00  2.37  3.00
H  2.44  -0.42  3.59
H  -3.91  -2.80  -3.24
H  -4.38  -1.69  3.77
H  -1.77  0.49  4.97
H  -4.65  -0.20  1.34
H  -4.06  -1.03  -1.00
H  4.33  5.14  3.49
H  -0.86  -5.87  -2.72
H  1.81  1.45  -5.64
H  -6.21  1.78  0.15
H  3.72  3.13  -0.01
H  3.68  4.29  4.90
H  -4.18  0.53  -4.32
H  -6.94  -0.21  -1.60
H  -0.20  -0.69  -7.53
H  -0.41  -2.94  2.63
H  5.71  -3.67  -5.24
H  -3.84  -4.57  -3.41
H  1.23  5.12  -1.61
H  -1.56  2.28  -3.36
H  -1.49  -1.66  -6.83
H  3.19  -4.64  -2.64
H  2.80  3.65  -2.51
H  -0.85  -1.03  5.08
H  -2.37  -2.90  -1.31
H  -0.95  -3.41  0.47
H  -3.18  -4.87  -0.22
H  5.04  3.61  4.02
H  5.76  2.20  -1.03
H  -1.50  -5.25  -0.60
H  0.86  -5.92  -4.47
H  -1.96  4.84  1.22
H  3.32  1.57  4.11
H  3.51  5.23  -2.14
H  -3.90  4.76  -1.84
H  -1.33  2.36  1.20
H  2.35  -1.21  -4.88
H  -5.36  -1.75  0.87
H  -5.76  -0.80  -2.78
H  0.15  0.94  -5.25
H  3.50  1.09  -1.15
H  4.89  4.35  -0.49
H  -2.07  3.86  -5.23
H  5.41  -1.44  -4.38
H  2.43  -2.61  1.61
H  -3.25  -2.61  4.79
H  2.87  4.99  1.59
H  0.33  -4.63  0.40
H  -2.80  -5.91  -1.59
H  -6.37  -1.89  -1.53
H  -0.03  -2.45  -7.44
H  0.35  3.28  -0.60
H  -0.93  3.99  -1.66
H  -3.41  2.74  -4.95
H  5.31  2.92  -2.58
H  -3.51  4.41  -4.37

Results of the Löwdin charge analysis, in e, for atoms 1 through 6: 0.815 1.430 0.052 -0.215 0.037 -0.061



No. 2
ORCA calculation (the ωB97M-V functional and the def2-TZVPD basis) on a structure of composition C31H27BCrF2O3PS.

The value obtained for the total energy is -3431.921538 Eh. As for the HOMO energy (alpha / beta): -0.2632 / -0.2371 Eh. The spin multiplicity is 2. The value obtained for the frontier orbital gap (alpha / beta) is 7.47 / 6.73 eV.

Geometry (Å):
Cr  -0.07  -0.24  0.36
S  -1.96  2.33  -1.01
P  1.48  1.24  1.37
F  -0.13  -1.88  -2.30
F  0.33  0.34  -2.56
O  3.21  -1.00  -2.25
O  -0.84  1.58  -0.35
O  1.51  -0.78  -0.85
C  -1.99  -1.23  0.26
C  -0.97  -2.19  0.46
C  0.78  2.91  1.62
C  3.42  0.76  -0.70
C  3.12  1.37  5.16
C  4.65  1.06  -1.31
C  -3.55  -0.63  -3.32
C  5.44  2.09  -0.86
C  2.21  0.83  2.99
C  3.84  2.56  0.86
C  3.45  0.04  5.36
C  -1.04  -0.85  2.31
C  -0.38  -1.96  1.73
C  -2.65  0.29  -2.83
C  1.02  3.97  0.75
C  2.54  -0.50  3.20
C  -4.35  1.13  -1.33
C  -3.06  1.17  -1.83
C  -0.64  5.31  1.88
C  2.51  1.77  3.98
C  -5.25  0.21  -1.84
C  5.04  2.84  0.24
C  -1.19  3.07  -2.46
C  3.16  -0.90  4.38
C  3.00  1.53  0.40
C  -4.85  -0.68  -2.83
C  -0.89  4.25  2.75
C  -0.19  3.06  2.61
C  0.32  5.16  0.88
C  2.71  -0.40  -1.33
C  -2.05  -0.42  1.42
B  0.24  -0.74  -1.67
H  3.35  2.10  5.92
H  -5.54  -1.41  -3.21
H  -0.68  -2.95  -0.24
H  -0.41  2.23  3.27
H  -2.63  -1.16  -0.60
H  -1.63  4.35  3.52
H  -1.18  6.24  1.99
H  3.54  3.14  1.72
H  -1.97  3.47  -3.11
H  -3.23  -1.33  -4.08
H  -1.63  0.31  -3.19
H  -4.64  1.81  -0.54
H  1.75  3.87  -0.04
H  -0.60  2.31  -2.97
H  -6.26  0.17  -1.45
H  3.93  -0.27  6.28
H  -2.68  0.44  1.57
H  4.95  0.46  -2.15
H  -0.55  3.86  -2.09
H  -0.80  -0.40  3.26
H  6.38  2.30  -1.35
H  2.26  2.81  3.83
H  0.52  5.98  0.20
H  0.42  -2.53  2.18
H  2.30  -1.23  2.44
H  3.41  -1.94  4.53
H  5.67  3.64  0.62

Results of the Löwdin charge analysis, in e, for atoms 1 through 6: 0.366 1.014 1.124 0.173 0.110 0.151



No. 3
ORCA calculation (the ωB97M-V functional and the def2-TZVPD basis) on the ion C5H10N3O with charge +1 in a non-equilibrium geometry.

The value obtained for the total energy is -435.512531 Eh. As for the HOMO energy (alpha / beta): -0.3636 / -0.4998 Eh. The charge is +1. The spin multiplicity is 3. The value obtained for the frontier orbital gap (alpha / beta) is 6.27 / 6.80 eV.

Geometry (Å):
O  1.41  -0.03  -0.61
N  -0.74  0.85  -0.47
N  -2.66  -0.54  0.05
N  -0.48  1.82  0.80
C  -0.47  -1.53  -0.02
C  -2.12  0.55  -0.67
C  2.35  -1.10  -0.30
C  0.17  -0.39  -0.40
C  -1.86  -1.49  0.30
H  0.34  2.46  0.74
H  -2.72  1.45  -0.61
H  2.77  -0.93  0.82
H  -0.31  1.18  1.59
H  0.06  -2.47  -0.01
H  1.85  -2.11  -0.44
H  -2.32  -2.36  0.58
H  -2.28  0.47  -1.75
H  -1.52  2.34  0.97
H  3.26  -1.11  -0.90

Results of the Löwdin charge analysis, in e, for atoms 1 through 6: -0.009 -0.007 0.105 0.199 0.039 -0.254



No. 4
ORCA calculation (the ωB97M-V functional and the def2-TZVPD basis) on an isolated molecule of C3H7NO.

The value obtained for the total energy is -248.409380 Eh. As for the HOMO energy: -0.3002 Eh. The value obtained for the frontier orbital gap is 8.96 eV.

Geometry (Å):
O  0.20  1.10  1.34
N  -0.99  0.65  -0.60
C  -0.55  -0.62  -1.21
C  1.12  0.01  1.31
C  -0.75  1.43  0.47
H  1.81  0.09  0.46
H  0.51  -0.64  -1.44
H  -1.10  -0.72  -2.15
H  0.61  -0.96  1.29
H  -1.75  1.06  -1.12
H  -0.80  -1.49  -0.59
H  1.69  0.09  2.23

Results of the Löwdin charge analysis, in e, for atoms 1 through 6: -0.169 -0.073 -0.093 -0.088 -0.151 0.085



No. 5
ORCA calculation (the ωB97M-V functional and the def2-TZVPD basis) on an isolated molecule of CH2N4 in a non-equilibrium geometry.

The value obtained for the total energy is -258.235122 Eh. As for the HOMO energy: -0.3875 Eh. Its SMILES is c1nnn[nH]1. The value obtained for the frontier orbital gap is 11.07 eV.

Geometry (Å):
N  1.18  -0.79  -0.04
N  -1.08  -0.80  -0.01
N  -0.59  0.36  0.03
N  0.04  -1.52  0.03
C  0.76  0.42  -0.03
H  1.24  1.33  0.19
H  -1.56  1.02  -0.18

Results of the Löwdin charge analysis, in e, for atoms 1 through 6: 0.024 -0.017 -0.081 -0.062 -0.216 0.099



No. 6
ORCA calculation (the ωB97M-V functional and the def2-TZVPD basis) on an isolated molecule of C4H3N3 in a non-equilibrium geometry.

The value obtained for the total energy is -318.406744 Eh. As for the HOMO energy: -0.3991 Eh. Its SMILES is [H]/N=C\C(C#N)C#N. The value obtained for the frontier orbital gap is 11.09 eV.

Geometry (Å):
N  -1.08  -0.44  1.81
N  0.15  2.28  -1.54
N  0.12  -2.15  -1.64
C  -0.30  0.17  1.02
C  0.58  0.03  -0.34
C  0.20  -1.16  -1.07
C  0.35  1.26  -1.05
H  1.71  0.09  -0.14
H  -0.26  1.23  1.42
H  -1.47  -1.33  1.53

Results of the Löwdin charge analysis, in e, for atoms 1 through 6: 0.119 0.191 0.186 -0.180 -0.245 -0.204